{"formula": "C4H5NO2", "method": "ωB97M-V/def2-TZVPD", "fmax_ev_per_a": 0.38, "total_charge": 0, "molar_mass_g_mol": 99.1, "e_above_lowest_ev": 5.530, "orbital_gap_ev": [8.738, 8.740], "lumo_energy_ev": [0.88, 0.88], "symbols": ["O", "C", "C", "C", "N", "C", "O", "H", "H", "H", "H", "H"], "coordinates": [[-0.501571, -1.385025, 0.596114], [-1.222561, -0.431777, 0.059176], [-0.407144, 0.273762, -0.935295], [0.069335, 1.043994, 0.299093], [1.085091, 0.185077, 0.970165], [0.911845, -0.938967, 0.194425], [0.659882, -0.604264, -1.171763], [-2.182056, -0.165919, 0.483763], [-0.786051, 0.773727, -1.818922], [1.258947, 1.246875, 0.150056], [-0.481658, 1.776797, 0.875670], [1.595943, -1.774283, 0.297521]], "forces_ev_per_angstrom": [[-0.10, 0.10, -0.02], [-0.11, -0.09, 0.04], [-0.17, 0.06, -0.09], [-0.12, 0.34, 0.12], [-0.04, -0.20, 0.00], [0.32, -0.18, 0.09], [0.02, 0.01, -0.03], [0.14, -0.01, -0.07], [0.04, -0.05, 0.15], [0.05, 0.00, -0.07], [0.05, -0.11, -0.11], [-0.09, 0.13, 0.00]]}

{"formula": "C3H7N3O", "method": "ωB97M-V/def2-TZVPD", "fmax_ev_per_a": 2.74, "total_charge": 0, "molar_mass_g_mol": 101.1, "e_above_lowest_ev": 3.482, "orbital_gap_ev": 9.808, "lumo_energy_ev": 0.72, "symbols": ["H", "N", "N", "C", "H", "H", "H", "C", "N", "C", "O", "H", "H", "H"], "coordinates": [[1.027030, -1.168094, -1.599307], [1.163015, -0.929256, -0.620287], [0.754435, 0.192881, -0.353192], [0.333024, 1.166311, -1.302884], [0.901072, 1.115217, -2.242465], [-0.742752, 1.089536, -1.378966], [0.510630, 2.195379, -0.748217], [-2.446595, 1.050963, 1.298138], [-2.563506, -0.115804, 0.474394], [-2.039812, -0.853757, -0.270255], [-1.840262, -1.657314, -1.086362], [-1.601288, 1.758486, 0.888598], [-3.533457, 1.531522, 1.295478], [-2.095943, 0.754490, 2.335277]], "forces_ev_per_angstrom": [[0.29, 0.03, -1.21], [-0.55, -0.05, 0.46], [0.77, -0.23, 1.97], [0.55, 2.24, 0.79], [-0.49, 0.03, -0.02], [-0.33, -0.03, -0.56], [-0.19, -1.89, -1.45], [0.01, 1.29, 0.18], [-0.29, 1.73, 1.79], [-0.85, -0.89, -0.95], [1.13, -0.92, -0.86], [-1.93, -1.08, 0.68], [2.65, -0.64, 0.30], [-0.78, 0.43, -1.12]]}

{"formula": "C23H37N9O15", "method": "ωB97M-V/def2-TZVPD", "fmax_ev_per_a": 1.80, "total_charge": 0, "molar_mass_g_mol": 679.6, "orbital_gap_ev": 9.055, "lumo_energy_ev": -0.43, "symbols": ["C", "C", "C", "N", "C", "C", "O", "C", "C", "C", "C", "C", "C", "C", "C", "N", "C", "N", "C", "C", "O", "C", "O", "H", "H", "H", "H", "H", "H", "H", "H", "H", "H", "H", "H", "H", "H", "H", "H", "H", "H", "H", "C", "N", "O", "O", "H", "H", "H", "C", "N", "O", "O", "H", "H", "H", "C", "N", "O", "O", "H", "H", "H", "C", "N", "O", "O", "H", "H", "H", "C", "N", "O", "O", "H", "H", "H", "C", "N", "O", "O", "H", "H", "H"], "coordinates": [[-3.474762, 1.896755, 0.704272], [-3.258212, 0.355960, 0.547381], [-3.941535, 0.015216, -0.758740], [-4.364111, -0.432392, -1.746520], [-4.010228, -0.443847, 1.643873], [-5.446246, 0.005951, 1.935748], [-5.700108, 0.409535, 3.049444], [-6.571171, 0.021773, 0.911518], [-7.041424, -1.165639, 0.381425], [-8.041910, -1.078384, -0.577567], [-8.516439, 0.150370, -0.976524], [-8.046501, 1.330752, -0.423931], [-7.051370, 1.267960, 0.534575], [-1.733795, -0.001577, 0.458737], [-1.124257, 0.307621, 1.799124], [-0.558218, 0.731941, 2.714217], [-1.505927, -1.589771, 0.348807], [-1.476677, -2.143805, -0.991624], [-0.990304, 0.614610, -0.734026], [-0.690072, 2.117557, -0.800295], [-0.586931, 2.848980, 0.431895], [-0.787101, 4.188113, 0.243689], [-1.859980, 4.696592, 0.097371], [-4.518742, 2.155974, 0.902816], [-3.253050, 2.327775, -0.281293], [-2.823877, 2.331501, 1.466303], [-4.076860, -1.487584, 1.281819], [-3.479703, -0.503890, 2.602005], [-6.631538, -2.121167, 0.701914], [-8.421439, -1.988072, -1.039056], [-9.280204, 0.227777, -1.750211], [-8.395029, 2.318126, -0.721229], [-6.624768, 2.156613, 0.995080], [-0.489039, -1.725331, 0.750149], [-2.165510, -2.152230, 1.017687], [-0.567846, -2.033775, -1.422298], [-2.167438, -1.746636, -1.615885], [-0.027678, 0.068485, -0.833186], [-1.532980, 0.362471, -1.655832], [-1.466729, 2.606549, -1.425969], [0.249407, 2.268980, -1.362739], [0.116241, 4.840174, 0.278505], [3.666829, 0.520376, 0.255936], [2.760320, -0.168795, -0.698111], [2.818993, 0.147059, -1.866541], [2.012978, -1.010226, -0.237104], [4.268194, 1.235591, -0.291422], [3.043309, 1.020350, 0.994235], [4.290935, -0.236844, 0.716160], [8.050323, -2.020354, -0.227969], [6.740587, -1.411051, 0.123889], [5.985564, -2.061722, 0.819985], [6.507896, -0.301589, -0.307406], [8.110618, -3.000517, 0.226541], [8.096169, -2.090142, -1.311921], [8.829557, -1.368515, 0.156596], [9.083779, -5.669956, 3.147974], [8.791343, -5.041426, 1.832467], [8.135714, -5.675968, 1.037787], [9.231597, -3.924429, 1.642508], [8.629301, -6.654169, 3.169005], [10.163697, -5.737789, 3.244183], [8.660662, -5.029557, 3.916764], [5.029615, -5.826612, -0.348417], [5.004134, -7.312918, -0.412347], [5.304765, -7.923496, 0.591568], [4.682744, -7.809641, -1.469971], [5.332589, -5.527041, 0.648035], [5.743385, -5.479706, -1.089790], [4.027180, -5.471976, -0.571513], [0.323736, 7.967880, 1.042058], [1.727111, 7.652852, 0.656915], [2.548868, 8.535885, 0.751915], [1.947024, 6.522355, 0.271568], [0.277041, 9.002442, 1.362544], [-0.300786, 7.803028, 0.168057], [0.048284, 7.297743, 1.851710], [-4.237771, 2.014319, -4.104190], [-3.426084, 3.010149, -3.353350], [-2.222152, 2.830407, -3.296329], [-4.019817, 3.933673, -2.847282], [-3.574860, 1.251586, -4.496517], [-4.953332, 1.584030, -3.408832], [-4.740031, 2.544751, -4.908569]], "forces_ev_per_angstrom": [[0.16, -0.29, -0.58], [-1.21, 1.05, -0.31], [0.38, -1.32, -0.70], [0.49, 1.02, 1.32], [-0.31, -1.20, -0.51], [-0.20, 0.62, 0.62], [0.10, -0.05, -0.07], [1.58, -0.24, 0.56], [-0.19, 0.26, -0.27], [0.13, -0.81, -0.01], [-0.73, 0.61, -0.64], [0.39, 0.42, 0.26], [-0.05, -0.16, 0.08], [-0.41, -1.52, 0.86], [0.41, 1.44, -0.55], [-0.59, -0.82, -0.50], [1.01, 0.45, -0.29], [-0.26, -0.12, 0.04], [1.09, 0.09, 0.37], [-0.58, 0.74, -1.34], [0.29, 0.02, -0.07], [0.03, 0.77, 0.28], [0.02, -0.38, -0.08], [0.23, -0.24, 0.12], [0.11, 0.28, 0.51], [-0.15, -0.13, -0.15], [-0.06, 0.30, 0.15], [-0.03, 0.46, -0.25], [-0.09, 0.16, -0.12], [-0.01, 0.20, 0.09], [0.14, -0.21, 0.17], [-0.17, -0.35, -0.14], [-0.25, -0.11, -0.12], [-0.35, -0.11, -0.05], [-0.07, 0.27, -0.24], [-0.03, 0.01, 0.10], [-0.13, -0.19, 0.11], [-0.58, 0.28, 0.28], [0.01, 0.16, 0.31], [0.50, -0.30, 0.64], [-0.22, -0.22, 0.22], [-0.03, -0.74, 0.11], [-0.03, 0.27, 0.13], [0.23, 0.18, 0.11], [-0.16, -0.07, -0.07], [-0.13, -0.11, -0.05], [-0.03, -0.08, -0.08], [-0.07, -0.13, 0.01], [-0.11, -0.02, 0.06], [-0.07, -0.21, -0.14], [0.26, -0.11, -0.10], [-0.13, 0.06, 0.01], [0.06, 0.00, 0.01], [-0.09, 0.21, -0.10], [0.01, 0.19, 0.01], [-0.03, 0.05, -0.08], [-0.05, -0.22, 0.13], [0.01, -0.16, 0.19], [-0.05, 0.06, -0.16], [0.21, -0.21, 0.23], [-0.03, 0.04, -0.09], [-0.02, 0.13, 0.03], [0.10, 0.07, -0.03], [0.01, 0.19, 0.19], [0.04, 0.10, 0.08], [-0.01, -0.08, 0.00], [0.00, -0.05, -0.04], [0.02, -0.08, -0.02], [-0.08, -0.03, -0.06], [0.04, -0.03, -0.13], [-0.12, 0.18, 0.05], [-0.13, 0.12, 0.06], [0.09, -0.03, -0.03], [0.04, -0.07, -0.02], [0.09, -0.02, -0.02], [0.00, -0.14, 0.05], [-0.03, -0.08, -0.10], [0.01, -0.18, -0.13], [-0.08, -0.16, -0.17], [-0.15, 0.09, -0.19], [0.05, 0.05, 0.07], [0.04, 0.04, 0.07], [-0.02, 0.06, -0.02], [-0.05, 0.06, 0.09]]}

{"formula": "C7H12N2O", "method": "ωB97M-V/def2-TZVPD", "fmax_ev_per_a": 4.27, "total_charge": 0, "molar_mass_g_mol": 140.2, "e_above_lowest_ev": 2.889, "orbital_gap_ev": 10.027, "lumo_energy_ev": 0.71, "symbols": ["C", "C", "C", "N", "C", "C", "C", "C", "N", "H", "H", "H", "H", "H", "H", "H", "H", "H", "H", "O", "H", "H"], "coordinates": [[-1.632552, -0.187027, 1.076154], [-0.554471, -0.522701, 0.047430], [-1.094037, -1.466030, -0.966507], [-1.155085, -2.405752, -1.677717], [0.168692, 0.731218, -0.526516], [1.286064, 0.371537, 0.443751], [2.732062, 0.719952, 0.406838], [1.844656, 1.242073, 1.522736], [0.727549, -0.967518, 0.635243], [-1.224475, 0.546299, 1.784613], [-2.516051, 0.249057, 0.592562], [-1.933829, -1.085334, 1.631523], [0.456224, 0.625725, -1.579096], [-0.350782, 1.682107, -0.367929], [3.441142, -0.071053, 0.659150], [3.072735, 1.420805, -0.357948], [1.574066, 2.299942, 1.518887], [1.968675, 0.802942, 2.514532], [0.655713, -1.281937, 1.600434], [-2.865154, -0.802871, -2.914428], [-2.404019, -1.778944, -2.995198], [-2.197122, -0.122491, -3.048514]], "forces_ev_per_angstrom": [[0.00, 0.19, 0.13], [-0.72, 0.43, -0.03], [1.42, -3.61, -1.44], [0.02, 2.73, 2.23], [-0.09, 0.12, -0.13], [0.12, 0.12, 0.00], [0.16, -0.10, -0.15], [-0.11, 0.17, 0.18], [0.00, -0.16, 0.00], [-0.11, -0.17, -0.13], [0.17, -0.16, 0.09], [0.04, 0.19, -0.17], [-0.06, -0.02, 0.25], [0.11, -0.20, -0.02], [-0.23, 0.24, -0.10], [-0.09, -0.21, 0.25], [0.10, -0.31, 0.03], [-0.01, 0.13, -0.27], [-0.05, 0.03, -0.16], [0.47, -2.96, -0.67], [-1.38, 4.03, 0.30], [0.23, -0.50, -0.20]]}

{"formula": "H14O7", "method": "ωB97M-V/def2-TZVPD", "fmax_ev_per_a": 6.72, "total_charge": 0, "molar_mass_g_mol": 126.1, "e_above_lowest_ev": 4.095, "orbital_gap_ev": 10.453, "lumo_energy_ev": -0.40, "symbols": ["O", "H", "H", "O", "H", "H", "O", "H", "H", "O", "H", "H", "O", "H", "H", "O", "H", "H", "O", "H", "H"], "coordinates": [[-44.130022, -4.403114, 22.366935], [-44.522007, -3.709609, 21.887183], [-43.834860, -4.210060, 23.196869], [-41.831329, -0.584875, 24.918736], [-42.080655, -0.676747, 24.065752], [-42.330970, -0.944357, 25.582309], [-40.674505, -4.613784, 26.376788], [-40.589698, -3.999414, 25.762697], [-41.507764, -4.340577, 26.750540], [-45.205899, -6.321134, 25.688057], [-45.699892, -5.864758, 26.327746], [-44.461116, -5.945263, 26.163450], [-43.367556, -4.177991, 27.247960], [-43.581361, -5.052825, 27.589892], [-43.483055, -3.541777, 27.831665], [-43.577110, -3.057737, 24.771667], [-43.642356, -3.512315, 25.568963], [-44.586397, -2.802310, 24.712988], [-45.737215, -1.275138, 25.167014], [-46.554282, -1.640458, 25.383426], [-45.823552, -0.860703, 24.154505]], "forces_ev_per_angstrom": [[-0.67, -3.13, -3.41], [-0.44, 1.47, -0.24], [1.11, 1.63, 3.44], [4.35, 2.76, 2.02], [-1.89, -1.06, -3.54], [-2.40, -1.69, 1.48], [-0.52, -4.04, 4.14], [1.24, 4.30, -4.84], [-0.55, -0.28, 0.57], [1.28, -0.06, 0.04], [-3.35, 0.63, 0.96], [1.94, -0.62, -1.22], [0.79, -4.89, -4.54], [0.19, 0.44, 0.57], [-1.01, 4.39, 4.70], [-3.12, 1.77, -2.30], [0.50, -1.58, 2.36], [2.81, -0.08, -0.17], [2.11, 2.53, -4.57], [-2.47, -0.80, 0.30], [0.09, -1.72, 4.24]]}

{"formula": "C4H8N2", "method": "ωB97M-V/def2-TZVPD", "fmax_ev_per_a": 0.47, "total_charge": 0, "molar_mass_g_mol": 84.1, "e_above_lowest_ev": 1.715, "orbital_gap_ev": 9.897, "lumo_energy_ev": 0.94, "symbols": ["C", "C", "N", "C", "N", "C", "H", "H", "H", "H", "H", "H", "H", "H"], "coordinates": [[2.147104, 0.165844, 0.379537], [0.737897, 0.211574, 0.955254], [-0.154324, -0.595135, 0.127744], [-1.362113, -0.136808, -0.235328], [-2.240588, 0.714590, 0.082769], [-2.445348, -0.125995, -1.175925], [2.161487, 0.575227, -0.636461], [2.515622, -0.866785, 0.340826], [2.842939, 0.744017, 0.993363], [0.730476, -0.144898, 1.992388], [0.347758, 1.235818, 0.957477], [0.271625, -1.267868, -0.492885], [-3.212958, -0.900585, -1.155767], [-2.339571, 0.390999, -2.132993]], "forces_ev_per_angstrom": [[0.04, 0.01, 0.01], [0.04, 0.08, 0.11], [-0.10, -0.05, -0.24], [-0.15, 0.29, 0.15], [0.43, -0.19, -0.02], [-0.20, -0.19, -0.30], [0.01, -0.06, 0.15], [-0.04, 0.16, 0.01], [-0.10, -0.07, -0.06], [0.00, 0.03, -0.16], [0.07, -0.16, 0.03], [-0.08, 0.13, 0.09], [0.09, 0.12, 0.07], [-0.02, -0.10, 0.14]]}